(1)
122
Properties=species:S:1:pos:R:3 method="wB97M-V/def2-TZVPD" e_tot_ha=-3028.3181 charge=+3 multiplicity=1 relative_energy_kj_mol=444.0
C -2.18 3.74 -0.18
H 5.24 -4.61 -0.99
C 0.56 0.41 5.21
C 3.91 -2.63 1.52
C 4.59 -4.39 -0.16
C 4.18 2.63 -1.18
H -2.81 3.75 -2.23
N 2.59 -1.02 -0.65
H 0.34 -1.71 5.21
C -4.92 1.80 3.96
C 1.52 4.85 1.69
H 3.88 -1.56 1.73
H 6.86 -2.62 -1.20
C -2.62 4.34 -1.35
H -3.19 6.19 -2.29
C -2.96 1.34 -2.99
C 0.77 1.55 4.44
H 5.85 -2.97 0.76
N 0.84 -1.84 1.12
H -2.04 6.47 1.82
N -0.42 -2.08 -0.71
C 1.39 3.81 2.59
C 6.46 -0.83 -2.26
C -0.70 -4.39 -0.70
C 1.00 3.30 -0.07
H 3.60 3.54 -1.24
H 2.75 -2.98 -1.23
H 1.54 3.98 3.65
C 3.95 -0.89 -1.03
H 2.49 1.06 -3.78
H 1.98 -4.09 -2.97
H -4.33 -3.64 0.56
C 4.83 -2.96 0.35
H 0.39 -4.53 -3.55
C -5.70 1.15 -2.60
H 1.76 5.84 2.04
C -5.16 1.18 -3.88
C 0.70 -4.14 -0.07
H 0.36 -3.45 4.05
H 0.47 2.06 -1.79
C -1.28 -3.08 -0.80
C 1.03 -4.97 1.09
C -3.07 0.82 2.82
H -4.43 -3.35 -2.11
H 4.12 1.68 -3.93
N 0.94 2.27 0.79
C 0.86 -4.65 2.39
H -3.04 -4.39 -2.41
C 0.46 -0.82 4.61
C 3.48 1.46 -1.88
C 0.53 -0.91 3.21
Sb -2.12 1.59 -0.05
C -3.34 -3.38 -2.14
H -1.89 1.40 -3.15
H 2.83 2.77 -3.50
H 1.27 -6.00 0.86
H 1.34 5.39 -0.38
C -5.22 2.59 2.85
H 3.56 -4.56 -0.47
Hf 0.49 -0.04 0.24
C -4.86 1.24 -1.51
H -5.27 1.22 -0.51
C 4.36 0.24 -1.76
C 0.56 -3.40 3.00
C 3.20 1.76 -3.36
C 0.91 -4.02 -2.74
C 0.58 -4.72 -1.45
C 0.72 3.10 -1.52
C -3.23 -1.56 -0.44
H 4.27 -3.13 2.41
H -2.75 -1.22 0.49
H -3.00 -0.89 -1.27
N 0.67 0.22 2.47
H -6.77 1.07 -2.47
H -0.10 3.75 -1.81
C 6.13 -1.86 -1.40
C 5.61 0.26 -2.36
F -2.84 7.76 -0.26
H 0.77 -5.79 -1.50
C -3.80 1.27 -4.09
C -2.84 5.71 -1.39
H -3.41 1.30 -5.09
C 1.30 4.60 0.35
C -1.96 4.50 0.96
C 0.58 -2.15 2.42
C -3.31 -3.92 0.32
C -3.49 1.34 -1.70
H -1.30 -5.23 -0.40
C 4.90 -1.91 -0.75
H 0.99 -5.46 3.10
C -4.43 2.48 1.73
H 0.87 2.51 4.92
H -3.65 0.33 4.84
C 0.84 1.42 3.06
H -4.65 3.10 0.86
H -2.72 -3.84 1.23
F -5.97 1.11 -4.92
H 7.40 -0.83 -2.80
F -5.66 1.91 5.05
H -3.01 -2.70 -2.93
H 0.62 -2.97 -2.75
H -4.30 -1.54 -0.28
C -3.85 0.92 3.95
H -3.33 -4.95 -0.01
H -1.64 4.03 1.88
C -3.36 1.59 1.70
H 4.80 -5.09 0.64
H 5.14 2.82 -1.65
H 1.58 3.42 -2.10
H 4.36 2.39 -0.13
H 0.50 0.50 6.29
H -2.23 0.12 2.80
C -2.78 -2.97 -0.78
H 2.90 -2.98 1.35
C 0.84 -2.63 -0.08
H 2.52 1.24 -1.34
C 1.07 2.54 2.12
C -2.18 5.86 0.94
C 2.13 -2.21 -0.77
C -2.62 6.45 -0.24
H 5.92 1.12 -2.93
H -6.06 3.27 2.89


(2)
136
Properties=species:S:1:pos:R:3 method="wB97M-V/def2-TZVPD" e_tot_ha=-6816.6477 multiplicity=1 relative_energy_kj_mol=0.0 smiles="C=CCc1cc(P(O)O)c2c(c1[C@@H](Br)CC)C(=O)c1c(COCC)c(Cl)c(C=C)c(CCCCCOCC)c1C2=O.O=[N+]([O-])c1ccccc1.O=[N+]([O-])c1ccccc1.O=[N+]([O-])c1ccccc1.O=[N+]([O-])c1ccccc1"
C -5.28 0.18 0.17
O -1.58 -4.61 -1.42
C 2.51 -1.17 5.40
H -1.81 3.33 -2.88
H -3.97 0.73 5.16
C -5.65 -1.38 -1.86
C -0.53 -2.59 -0.52
H -9.10 -1.25 -1.52
H -3.04 7.41 -0.95
C -1.68 -3.43 -1.17
C 3.49 -5.45 -2.02
C 9.80 -0.41 -2.30
H -4.25 3.94 7.99
H -1.89 5.28 -0.49
C -1.31 6.16 -0.69
H -4.95 2.15 3.43
C -4.45 1.53 -0.09
H -2.30 0.35 -2.02
C -3.48 -1.68 -0.54
H 3.72 -2.93 -0.99
H 1.52 -5.96 -1.12
H -5.20 -0.02 1.27
C 0.08 6.13 -0.69
C -4.03 1.72 -1.60
H 0.49 -4.41 -2.39
H -0.19 -4.01 -5.99
C 0.18 8.46 -1.22
H 2.19 -0.32 1.34
C 8.33 -2.46 -1.16
C -4.80 2.55 4.42
H -1.18 -4.68 -7.42
H 0.95 1.09 -1.48
O -0.75 1.65 -3.68
C -1.20 -4.07 -6.48
H 1.66 -2.07 7.16
C -2.17 -4.72 -5.40
C -4.96 4.37 6.01
H 3.79 -2.46 0.74
O 1.99 4.87 -0.36
H 1.06 2.69 -4.12
C -4.24 1.75 5.40
H -3.01 -5.31 -5.87
H -1.72 9.45 -1.42
C 4.49 -0.22 7.08
H -1.59 -3.04 -6.68
C 4.12 -0.76 -0.56
C -3.06 -2.76 -1.48
H 1.59 0.34 -3.06
C -2.48 1.45 -1.86
H 5.26 0.16 7.74
H 5.18 -0.54 1.34
C 10.22 -0.99 -1.10
C 1.42 -0.95 0.84
C 1.86 -1.99 -0.11
N 7.56 -3.56 -0.58
H 5.34 0.68 5.32
C -4.40 3.56 6.99
H -3.59 1.50 0.63
H 4.63 1.08 0.49
C 0.44 2.29 -3.26
H -4.41 -4.60 -4.17
C 7.90 -1.89 -2.35
O -2.62 -3.65 -4.56
C 3.41 -2.13 -0.27
C -3.50 -4.26 -3.59
H -0.61 -0.83 3.94
H -4.17 2.82 -1.83
H 2.43 -4.74 -0.14
H 3.43 -1.22 8.65
H 0.75 9.36 -1.43
H 9.82 -2.46 0.40
C 3.46 -0.99 7.59
O -5.92 4.18 2.59
C -7.05 -0.75 -2.14
C 0.83 7.27 -0.96
H -2.73 2.19 -3.91
H 10.38 0.38 -2.74
H 0.29 3.16 -2.56
H -3.61 1.61 7.45
H -4.69 1.19 -2.33
C -1.21 8.51 -1.22
Cl -6.36 -2.92 -4.06
N 1.46 -1.65 4.51
H 1.91 7.24 -0.96
H 2.41 1.75 -2.29
O 1.54 -1.38 3.33
H -5.09 2.41 0.18
C -0.98 -1.55 0.42
C 2.47 -1.47 6.75
C -8.05 -0.98 -1.23
H -7.84 -0.85 -0.14
C -5.20 -2.47 -2.75
C -4.78 -0.97 -0.74
C -4.04 2.25 6.68
O 7.96 -4.03 0.48
H -5.23 5.39 6.25
C 1.41 1.29 -2.48
H 4.32 -4.71 -1.86
C 0.88 -2.84 -0.84
C -1.93 2.23 -3.11
C 9.48 -2.02 -0.53
H 4.24 -0.38 -1.60
C -1.95 7.36 -0.96
O 6.58 -3.95 -1.18
C 2.21 -5.07 -1.19
O 0.54 -2.29 5.01
H 7.00 -2.23 -2.85
H 8.31 -0.41 -3.85
H -1.53 -5.39 -4.74
O -6.05 5.84 3.97
C -2.52 -1.34 0.66
H -6.35 0.46 -0.02
C 1.33 -3.91 -1.86
C 3.55 -0.40 4.87
H -1.90 1.82 -0.96
O 0.08 3.89 -0.18
N -5.75 4.69 3.69
H -1.86 2.37 2.34
C 4.66 -0.04 0.48
C 4.54 0.08 5.72
C -5.15 3.86 4.73
C 0.01 -0.70 1.12
H -7.24 -0.16 -3.08
H 3.25 -5.65 -3.09
P -0.38 0.69 2.31
O -2.96 -0.96 1.72
N 0.77 4.87 -0.39
O -0.95 0.08 3.80
H 3.59 -0.17 3.82
C 8.64 -0.86 -2.92
Br 2.32 -2.94 -3.32
C -3.91 -3.15 -2.58
H -3.07 -5.18 -3.12
O -1.44 1.83 1.65
H 11.12 -0.64 -0.62
H 3.85 -6.44 -1.60


Please write out number 1 again, unchanged.
122
Properties=species:S:1:pos:R:3 method="wB97M-V/def2-TZVPD" e_tot_ha=-3028.3181 charge=+3 multiplicity=1 relative_energy_kj_mol=444.0
C -2.18 3.74 -0.18
H 5.24 -4.61 -0.99
C 0.56 0.41 5.21
C 3.91 -2.63 1.52
C 4.59 -4.39 -0.16
C 4.18 2.63 -1.18
H -2.81 3.75 -2.23
N 2.59 -1.02 -0.65
H 0.34 -1.71 5.21
C -4.92 1.80 3.96
C 1.52 4.85 1.69
H 3.88 -1.56 1.73
H 6.86 -2.62 -1.20
C -2.62 4.34 -1.35
H -3.19 6.19 -2.29
C -2.96 1.34 -2.99
C 0.77 1.55 4.44
H 5.85 -2.97 0.76
N 0.84 -1.84 1.12
H -2.04 6.47 1.82
N -0.42 -2.08 -0.71
C 1.39 3.81 2.59
C 6.46 -0.83 -2.26
C -0.70 -4.39 -0.70
C 1.00 3.30 -0.07
H 3.60 3.54 -1.24
H 2.75 -2.98 -1.23
H 1.54 3.98 3.65
C 3.95 -0.89 -1.03
H 2.49 1.06 -3.78
H 1.98 -4.09 -2.97
H -4.33 -3.64 0.56
C 4.83 -2.96 0.35
H 0.39 -4.53 -3.55
C -5.70 1.15 -2.60
H 1.76 5.84 2.04
C -5.16 1.18 -3.88
C 0.70 -4.14 -0.07
H 0.36 -3.45 4.05
H 0.47 2.06 -1.79
C -1.28 -3.08 -0.80
C 1.03 -4.97 1.09
C -3.07 0.82 2.82
H -4.43 -3.35 -2.11
H 4.12 1.68 -3.93
N 0.94 2.27 0.79
C 0.86 -4.65 2.39
H -3.04 -4.39 -2.41
C 0.46 -0.82 4.61
C 3.48 1.46 -1.88
C 0.53 -0.91 3.21
Sb -2.12 1.59 -0.05
C -3.34 -3.38 -2.14
H -1.89 1.40 -3.15
H 2.83 2.77 -3.50
H 1.27 -6.00 0.86
H 1.34 5.39 -0.38
C -5.22 2.59 2.85
H 3.56 -4.56 -0.47
Hf 0.49 -0.04 0.24
C -4.86 1.24 -1.51
H -5.27 1.22 -0.51
C 4.36 0.24 -1.76
C 0.56 -3.40 3.00
C 3.20 1.76 -3.36
C 0.91 -4.02 -2.74
C 0.58 -4.72 -1.45
C 0.72 3.10 -1.52
C -3.23 -1.56 -0.44
H 4.27 -3.13 2.41
H -2.75 -1.22 0.49
H -3.00 -0.89 -1.27
N 0.67 0.22 2.47
H -6.77 1.07 -2.47
H -0.10 3.75 -1.81
C 6.13 -1.86 -1.40
C 5.61 0.26 -2.36
F -2.84 7.76 -0.26
H 0.77 -5.79 -1.50
C -3.80 1.27 -4.09
C -2.84 5.71 -1.39
H -3.41 1.30 -5.09
C 1.30 4.60 0.35
C -1.96 4.50 0.96
C 0.58 -2.15 2.42
C -3.31 -3.92 0.32
C -3.49 1.34 -1.70
H -1.30 -5.23 -0.40
C 4.90 -1.91 -0.75
H 0.99 -5.46 3.10
C -4.43 2.48 1.73
H 0.87 2.51 4.92
H -3.65 0.33 4.84
C 0.84 1.42 3.06
H -4.65 3.10 0.86
H -2.72 -3.84 1.23
F -5.97 1.11 -4.92
H 7.40 -0.83 -2.80
F -5.66 1.91 5.05
H -3.01 -2.70 -2.93
H 0.62 -2.97 -2.75
H -4.30 -1.54 -0.28
C -3.85 0.92 3.95
H -3.33 -4.95 -0.01
H -1.64 4.03 1.88
C -3.36 1.59 1.70
H 4.80 -5.09 0.64
H 5.14 2.82 -1.65
H 1.58 3.42 -2.10
H 4.36 2.39 -0.13
H 0.50 0.50 6.29
H -2.23 0.12 2.80
C -2.78 -2.97 -0.78
H 2.90 -2.98 1.35
C 0.84 -2.63 -0.08
H 2.52 1.24 -1.34
C 1.07 2.54 2.12
C -2.18 5.86 0.94
C 2.13 -2.21 -0.77
C -2.62 6.45 -0.24
H 5.92 1.12 -2.93
H -6.06 3.27 2.89